No. 1
{
  "formula": "C4H4N2",
  "method": "ωB97M-V/def2-TZVPD",
  "elements": ["N", "N", "C", "C", "C", "C", "H", "H", "H", "H"],
  "positions_angstrom": [[2.3630, -0.8407, -0.2684], [-3.0381, -0.6834, -0.5887], [0.5518, 0.8570, -0.0715], [-0.8232, 0.1368, 0.5787], [-2.0779, -0.3205, -0.1179], [1.5168, 0.0388, -0.3785], [-0.2825, -0.6411, 1.0442], [2.3602, -1.3901, -1.1368], [-1.0478, 0.9721, 1.1402], [0.4777, 1.8712, -0.2013]],
  "energy_ev": -7190.05977,
  "smiles": "N#CCC=C=N",
  "e_above_lowest_kcal_mol": 60.6,
  "multiplicity": 1,
  "gap_ev": 10.38
}



No. 2
{
  "formula": "C30H46BrN3P2PtSe",
  "method": "ωB97M-V/def2-TZVPD",
  "elements": ["Pt", "Br", "Se", "P", "P", "N", "N", "N", "C", "C", "C", "C", "C", "C", "C", "C", "C", "C", "C", "C", "C", "C", "C", "C", "C", "C", "C", "C", "C", "C", "C", "C", "C", "C", "C", "C", "C", "C", "H", "H", "H", "H", "H", "H", "H", "H", "H", "H", "H", "H", "H", "H", "H", "H", "H", "H", "H", "H", "H", "H", "H", "H", "H", "H", "H", "H", "H", "H", "H", "H", "H", "H", "H", "H", "H", "H", "H", "H", "H", "H", "H", "H", "H", "H"],
  "positions_angstrom": [[-1.1451, -0.5575, 1.0436], [-3.0381, 1.7786, 3.7795], [-1.6355, -1.8092, 3.0139], [1.1569, -0.3360, 0.2382], [-1.5583, -2.1255, -1.3276], [3.8987, 5.3400, -3.1865], [0.6949, -0.5043, 4.3358], [-1.2085, -0.1680, 5.3355], [0.9249, 0.4516, 5.3226], [-3.0808, 0.9548, 0.9534], [-0.6389, -4.1480, -3.1918], [-1.6365, 2.5573, -0.3141], [-2.3720, 3.5656, 0.3434], [2.9089, 4.7504, -3.8680], [-0.4867, 2.9585, -1.0844], [-2.6949, -3.4973, -0.8200], [2.3243, 0.9431, 0.9409], [-0.2734, -2.9042, -2.3836], [1.7285, -1.2000, 3.5997], [3.9299, 5.2460, -1.8503], [1.1417, 0.1826, -1.5412], [-2.3919, -1.0945, -2.6675], [-2.0081, 1.1448, -0.0197], [-4.1613, -3.3519, -1.2532], [3.8079, 0.5484, 0.9499], [-0.6442, -0.8370, 4.3112], [-0.2631, 0.6652, 5.9398], [1.8722, 4.0625, -3.2201], [1.8804, -2.0125, 0.4508], [-3.0556, 3.3108, 1.5426], [0.6188, 3.5126, -1.2299], [-2.5919, -0.4105, 5.6820], [-2.9382, -1.7506, -3.9345], [2.4698, 0.6149, -2.1684], [2.9247, 4.5864, -1.1199], [1.8525, 3.9846, -1.8197], [-3.2109, 1.9669, 1.8852], [2.9812, -2.4270, -0.5158], [-3.2085, -0.1128, 4.8149], [-3.8354, 0.1672, 0.9659], [-4.8090, -3.9587, -0.5958], [1.0323, -2.7191, 0.4709], [2.0886, -2.1199, 4.1182], [-2.2573, 4.6196, 0.0268], [-2.8415, 0.2029, 6.5528], [3.8977, -1.8684, -0.3018], [3.2788, -0.0959, -1.9639], [2.3515, -2.0581, 1.4420], [1.9563, 1.2070, 1.9487], [-3.1991, -0.5173, -2.1851], [2.7887, 1.6111, -1.8387], [-4.3244, -3.7201, -2.2809], [0.4269, 1.0160, -1.6106], [3.9827, -0.4426, 1.3871], [4.4026, 1.2751, 1.5223], [0.0653, -2.1371, -3.0919], [1.1897, -1.5723, 2.7079], [1.0213, 3.6574, -3.7638], [-2.6224, -3.4942, 0.2827], [1.9157, 0.8649, 5.4569], [2.3394, 0.7007, -3.2558], [2.8928, 4.7972, -4.9620], [0.5728, -3.1166, -1.7193], [-3.6373, -2.5659, -3.7208], [-1.4177, -3.9455, -3.9319], [-0.9884, -4.9667, -2.5603], [-2.2840, -4.4581, -1.1744], [2.7346, -2.2972, -1.5721], [-2.1417, -2.1195, -4.5919], [-4.4973, -2.3037, -1.2170], [2.6041, -0.5526, 3.3605], [-3.5072, -0.9921, -4.4940], [-0.5037, 1.3294, 6.7419], [-2.7699, -1.4829, 5.8247], [3.2216, -3.4842, -0.3356], [0.7057, -0.6555, -2.1056], [0.2387, -4.5066, -3.7450], [-2.0078, 0.4748, -0.8828], [4.2361, 0.5365, -0.0621], [-1.5966, -0.3865, -2.9653], [4.7737, 5.7009, -1.3295], [-3.4656, 4.0852, 2.2009], [2.1840, 1.8418, 0.3175], [2.9313, 4.5704, -0.0368]],
  "energy_ev": -193492.71345,
  "e_above_lowest_kcal_mol": 26.4,
  "total_charge": 4,
  "multiplicity": 5,
  "gap_ev": [6.74, 3.49]
}



No. 3
{
  "formula": "C28H37Cl3GeMnN3O3P",
  "method": "ωB97M-V/def2-TZVPD",
  "elements": ["Ge", "Mn", "Cl", "Cl", "Cl", "P", "O", "O", "O", "N", "N", "N", "C", "C", "C", "C", "C", "C", "C", "C", "C", "C", "C", "C", "C", "C", "C", "C", "C", "C", "C", "C", "C", "C", "C", "C", "C", "C", "C", "C", "H", "H", "H", "H", "H", "H", "H", "H", "H", "H", "H", "H", "H", "H", "H", "H", "H", "H", "H", "H", "H", "H", "H", "H", "H", "H", "H", "H", "H", "H", "H", "H", "H", "H", "H", "H", "H"],
  "positions_angstrom": [[1.5844, 0.2005, -3.9635], [0.9922, -0.0017, -1.5646], [0.5726, -1.1128, -5.3495], [3.6911, -0.3764, -4.1481], [1.6135, 2.1434, -4.9357], [2.5241, 1.6923, -0.5108], [-4.2968, 0.4102, -0.7727], [-2.6448, -0.1454, 2.4432], [2.2682, -1.8107, -1.4855], [-1.2770, -2.1995, 1.3275], [-1.9934, -0.7630, -0.3035], [0.2659, -1.0728, -0.0216], [-2.5823, -2.4090, 1.8657], [-5.0321, -0.5761, -1.5266], [2.7281, -2.1181, 2.6122], [1.3861, -1.5926, 0.6824], [-4.3844, -3.9095, 2.4164], [2.4392, -2.0136, -0.1198], [-4.5551, -1.5625, 2.9519], [0.8597, 2.0036, 1.7634], [-0.8208, 0.8327, -1.8113], [4.2542, 1.1187, -0.7008], [-5.0955, -2.8430, 2.9450], [-3.1981, 0.9261, -1.4175], [1.5550, -1.6146, 2.0661], [3.6126, -2.5130, 0.4096], [2.3168, 1.9227, 1.2896], [-3.3115, 2.0530, -2.1996], [5.3245, 1.9291, 0.0349], [-0.9721, -1.3304, 0.3390], [-3.2821, -1.3418, 2.4380], [-1.9548, 0.3227, -1.2005], [-2.1765, 2.5886, -2.7932], [3.7505, -2.5776, 1.7884], [-0.9509, 1.9729, -2.6076], [-3.3728, 0.9946, 2.9057], [2.5342, 3.3571, -1.2534], [-3.1324, -3.6806, 1.8651], [1.3000, 4.2123, -0.9400], [2.4571, -2.9764, -2.3327], [-4.2629, 1.1501, 2.2941], [4.2713, 0.0830, -0.3579], [4.6654, -2.9665, 2.2165], [3.4934, -3.2978, -2.2846], [-5.1156, -0.7462, 3.3816], [0.3685, 3.6552, -1.0375], [-6.0809, -3.0013, 3.3631], [0.3679, 2.9135, 1.4148], [1.2471, 5.0613, -1.6223], [-2.9143, -0.9416, 0.0737], [5.2952, 2.9901, -0.2150], [-2.5701, -4.4937, 1.4194], [0.8136, 1.9985, 2.8544], [-4.8032, -4.9068, 2.4160], [1.3461, 4.6119, 0.0748], [-2.7046, 1.8431, 2.7985], [0.7696, -1.2349, 2.7098], [6.3160, 1.5650, -0.2368], [4.4498, 1.0844, -1.7744], [0.2730, 1.1564, 1.4009], [1.7846, -3.7621, -1.9943], [3.4356, 3.8599, -0.9025], [-4.3991, -1.0223, -2.2953], [-4.2864, 2.5045, -2.3307], [2.8470, -2.1427, 3.6873], [-0.0880, 2.4061, -3.0880], [-2.2479, 3.4767, -3.4087], [4.4166, -2.8277, -0.2434], [2.2202, -2.6734, -3.3457], [-5.3694, -1.3433, -0.8321], [5.2270, 1.8356, 1.1179], [2.8788, 2.8139, 1.5773], [2.8115, 1.0670, 1.7563], [2.6424, 3.2128, -2.3313], [-3.6503, 0.8806, 3.9541], [-0.5486, -2.8401, 1.6007], [-5.8962, -0.1079, -1.9961]],
  "energy_ev": -174940.27492,
  "e_above_lowest_kcal_mol": 1.0,
  "total_charge": 1,
  "multiplicity": 5,
  "gap_ev": [6.98, 8.32]
}



No. 4
{
  "formula": "C25H19N3O4S",
  "method": "ωB97M-V/def2-TZVPD",
  "elements": ["S", "O", "O", "O", "O", "N", "N", "N", "C", "C", "C", "C", "C", "C", "C", "C", "C", "C", "C", "C", "C", "C", "C", "C", "C", "C", "C", "C", "C", "C", "C", "C", "C", "H", "H", "H", "H", "H", "H", "H", "H", "H", "H", "H", "H", "H", "H", "H", "H", "H", "H", "H"],
  "positions_angstrom": [[2.8016, 0.1129, 1.8466], [5.5083, -2.3976, 1.5458], [-4.6161, -2.5183, -0.0708], [-1.1625, 3.6071, 0.7571], [-2.4579, -0.2309, -2.3012], [-3.4647, 0.1003, -0.3037], [1.7004, 3.4688, 1.7321], [0.8175, -1.0117, 0.4987], [-1.0869, 0.1178, -0.3737], [5.9639, -0.7969, -0.7532], [-0.7828, -2.3634, -0.6760], [5.0414, -0.0542, -2.8354], [6.1304, -0.2115, -1.9929], [3.7887, -0.4927, -2.4370], [-4.8035, -0.1875, -0.7747], [-6.5139, -2.9494, 1.0035], [1.2791, 0.1282, 0.9805], [3.6144, -1.0710, -1.1936], [-5.3643, -1.3924, -0.0930], [-5.3201, -3.4512, 0.5927], [4.7017, -1.2184, -0.3344], [-2.5850, 4.2856, -0.8088], [-6.5417, -1.6032, 0.5614], [-2.2272, 2.9512, -1.0884], [1.1816, 2.5306, 1.3243], [0.6002, 1.3495, 0.8208], [-0.3288, -1.0368, -0.1660], [-1.3483, 2.5754, -0.0983], [-0.6194, 1.3430, 0.1185], [3.2683, -1.6479, 1.7373], [4.5898, -1.8182, 1.0138], [-2.3846, -0.0154, -1.1107], [-1.9097, 4.6257, 0.3267], [5.1690, 0.4040, -3.8050], [-4.7057, -0.3625, -1.8522], [-3.3356, 0.2341, 0.6869], [-7.2766, -3.4629, 1.5512], [2.9419, -0.3831, -3.0986], [2.4439, -2.1361, 1.2148], [-0.0635, -3.1319, -0.4076], [-5.4645, 0.6671, -0.6039], [3.3608, -2.0326, 2.7529], [7.1090, 0.1216, -2.3048], [-1.7578, -2.6172, -0.2616], [-1.8822, 5.5295, 0.9024], [-7.3311, -0.8945, 0.7047], [6.8000, -0.9278, -0.0826], [2.6365, -1.4263, -0.9079], [-0.8892, -2.3227, -1.7588], [-2.5452, 2.3653, -1.9253], [-4.8687, -4.4166, 0.7057], [-3.2495, 4.9049, -1.3748]],
  "energy_ev": -49728.13499,
  "smiles": "Cc1nc(SCC(=O)c2ccccc2)c(C#N)c(-c2ccco2)c1C(=O)NCc1ccco1",
  "e_above_lowest_kcal_mol": 0.0,
  "multiplicity": 1,
  "gap_ev": 8.37
}



Q: Which largest force on an atom values were calculated for the entries above? A: 4.2, 4.3, 0.7, 1.1, in eV/A.